# 1
A cluster of 2 separate species, C2H5NO in total. Source: the OMol25 dataset; level of theory: wB97M-V/def2-TZVPD.

Geometry as XYZ:
```
9
Properties=species:S:1:pos:R:3:mulliken_charge:R:1
C -0.9444 2.3936 1.1497 0.48
C 0.4169 -0.7680 0.1388 -1.08
N -1.4309 2.2822 0.0919 -0.30
O -0.3772 2.2449 2.1433 -0.43
H 0.4171 -1.3961 -0.7055 0.30
H 0.5493 -1.4212 1.0202 0.29
H 1.0961 -0.0502 0.2201 0.27
H -1.8644 2.4206 -0.7885 0.26
H -0.5726 -0.4270 0.3137 0.20
```

The energy relative to the best compared isomer or geometry (same formula, charge and spin) comes out at 28.4 kcal per mole. For the gap between HOMO and LUMO, the calculation gives 11.9 eV. Its SMILES is N=C=O.C.


# 2
A cluster of 2 separate species, C6H15ClNO in total. Source: the OMol25 dataset; level of theory: wB97M-V/def2-TZVPD.

Geometry as XYZ:
```
24
Properties=species:S:1:pos:R:3:mulliken_charge:R:1
C 1.7543 1.4678 -1.7813 -1.26
C -1.8320 -0.9599 0.2304 -0.96
C -1.0618 0.5659 1.9869 -0.71
C 0.3790 -1.2737 1.2635 -1.06
C 1.3401 0.5190 -0.5919 -0.39
C 0.0781 0.6080 -0.1669 0.55
N -0.6116 -0.2777 0.7910 0.03
O -0.8472 1.4897 -0.5822 -0.52
Cl 0.1802 -1.8546 -2.6561 -0.26
H 2.7764 1.2664 -1.8319 0.40
H 1.5721 2.5706 -1.4070 0.32
H 1.1064 1.2988 -2.6697 0.28
H -2.4905 -0.1309 0.0954 0.42
H -1.7653 -1.5604 -0.6026 0.38
H -2.3005 -1.5529 0.9068 0.47
H -0.2690 1.3603 2.0146 0.27
H -1.9876 1.0908 1.9055 0.32
H -1.2135 -0.1759 2.7515 0.43
H 0.6754 -1.7445 0.3283 0.37
H 1.1616 -0.7614 1.5975 0.51
H -0.1635 -1.8493 2.1050 0.37
H 0.1752 -0.7609 -3.3612 0.26
H 2.1395 -0.0672 -0.3869 0.43
H -0.5413 2.2947 -0.9373 0.35
```

The charge is +1. The energy relative to the best compared isomer or geometry (same formula, charge and spin) comes out at 48.7 kcal per mole. For the gap between HOMO and LUMO, the calculation gives 10.8 eV.